[1]
DFT (ωB97M-V/def2-TZVPD) results for a molecular structure, C28H24N5O6S7Ta.

For the HOMO energy, the calculation gives -7.499 eV. For the HOMO-LUMO gap, the calculation gives 5.72 eV. The lowest unoccupied orbital energy is -1.78 eV. The value obtained for the energy relative to the best compared isomer or geometry (same formula, charge and spin) is 23.2 kJ/mol.

Each line ends with the Mulliken charge.
CARTESIAN COORDINATES (ANGSTROEM)
Ta (11.97757, 11.50953, 8.36424)  0.902
C (11.74792, 14.65284, 11.04781)  -1.398
C (11.14768, 13.52160, 10.29829)  1.426
O (11.97171, 12.52937, 10.04161)  -0.382
C (9.79016, 13.49844, 9.83989)  0.321
C (9.01927, 14.67159, 10.02790)  -0.942
C (7.64510, 14.61494, 9.72698)  -0.679
C (7.16033, 13.53160, 9.01718)  -0.368
C (7.95138, 12.45012, 8.66503)  -0.568
C (9.30179, 12.37288, 9.10593)  0.740
O (9.99921, 11.28341, 8.78509)  -0.737
H (12.48522, 14.34465, 11.79430)  0.285
H (11.04134, 15.12978, 11.73225)  0.479
H (12.30029, 15.32940, 10.35318)  0.308
H (9.52385, 15.50761, 10.47532)  0.516
H (6.95569, 15.44688, 10.03380)  0.349
H (6.07132, 13.51598, 8.89252)  0.356
H (7.58427, 11.67154, 8.05231)  0.506
O (11.88575, 9.61359, 8.73183)  -0.484
N (12.11224, 8.49780, 7.99613)  0.361
C (11.76714, 7.25905, 8.53577)  -0.335
C (11.95505, 6.14839, 7.76486)  -0.646
C (12.51907, 6.27005, 6.49583)  -0.197
C (12.64690, 7.54703, 5.92816)  -0.708
C (12.34335, 8.68489, 6.67556)  0.626
S (12.38760, 10.28230, 6.12710)  -0.361
H (11.49238, 7.26095, 9.57127)  0.483
H (11.72522, 5.16292, 8.12203)  0.392
H (12.78099, 5.40644, 5.90321)  0.414
H (13.07044, 7.62694, 4.93099)  0.417
O (11.39076, 15.31428, 7.49968)  -0.580
S (11.85588, 14.13761, 6.76340)  0.857
O (11.07033, 12.83700, 7.08563)  -0.431
O (12.17960, 14.30366, 5.34795)  -0.585
S (13.61663, 13.16482, 7.72925)  0.095
N (16.26828, 13.64891, 5.68552)  -0.169
C (17.06538, 12.67503, 6.13520)  0.000
S (16.85986, 11.07704, 5.58663)  -0.381
N (18.05453, 12.92655, 7.08463)  -0.101
C (18.46542, 14.14502, 7.53740)  -0.384
C (18.97093, 15.13388, 6.69291)  0.100
C (19.35745, 16.39347, 7.16991)  -0.718
C (19.26768, 16.62002, 8.54402)  -0.331
C (18.94264, 15.60180, 9.44631)  -0.747
C (18.47098, 14.40251, 8.92524)  -0.208
H (15.52235, 13.47111, 5.03424)  0.231
H (16.50507, 14.61453, 5.78823)  0.203
H (18.42077, 12.05368, 7.45227)  0.251
H (18.95036, 15.05447, 5.63068)  0.548
H (19.69592, 17.11349, 6.44552)  0.399
H (19.55814, 17.61842, 8.88272)  0.347
H (19.01990, 15.73088, 10.49031)  0.592
H (18.00644, 13.64841, 9.52718)  0.443
S (15.88520, 10.62841, 14.62293)  -0.367
C (15.51635, 11.30702, 13.13653)  0.112
S (14.72403, 10.39021, 11.84792)  -0.089
C (15.25068, 11.51496, 10.61460)  0.062
N (15.84642, 12.59640, 11.12932)  -0.488
N (15.83551, 12.54677, 12.57009)  0.419
C (16.21424, 13.76320, 13.17821)  0.812
C (16.65276, 14.86771, 12.38506)  -0.072
C (17.07168, 16.06619, 13.00178)  -0.743
C (17.05884, 16.09484, 14.38054)  -0.318
C (16.71372, 14.99132, 15.19954)  -0.843
C (16.22268, 13.82286, 14.57054)  -0.243
S (14.94129, 11.19042, 8.99609)  -0.144
H (16.73896, 14.81195, 11.27837)  0.356
H (17.31568, 16.96613, 12.38005)  0.372
H (17.40731, 16.96931, 14.93417)  0.327
H (16.86029, 15.11230, 16.27842)  0.350
H (16.08475, 12.87074, 15.12880)  -0.007

[2]
DFT (ωB97M-V/def2-TZVPD) results for a molecular structure, C21H25N3O2S4Ta.

For the HOMO energy (alpha / beta), the calculation gives -9.841 / -9.840 eV. For the HOMO-LUMO gap (alpha / beta), the calculation gives 5.03 / 5.03 eV. The lowest unoccupied orbital energy (alpha / beta) is -4.81 / -4.81 eV. The value obtained for the energy relative to the best compared isomer or geometry (same formula, charge and spin) is 263.0 kJ/mol. Its total charge is +1.

Each line ends with the natural charge from an NBO analysis.
CARTESIAN COORDINATES (ANGSTROEM)
Ta (-0.00588, 0.00166, -0.05003)  2.277
C (0.97306, -1.92478, -2.63542)  -0.430
N (1.32359, -1.84553, -1.20880)  -0.492
C (1.09142, -3.17975, -0.58537)  -0.223
C (-0.16895, -3.29558, 0.26335)  -0.421
C (-1.44887, -2.77416, -0.39206)  -0.227
N (-1.43416, -1.31773, -0.46793)  -0.689
C (-2.21700, -0.57207, 0.37654)  -0.221
C (-2.95466, 0.63864, -0.03272)  -0.146
C (-4.31375, 0.79607, 0.22534)  -0.176
C (-4.95688, 1.98519, -0.07635)  -0.221
C (-4.24176, 3.03293, -0.63851)  -0.192
C (-2.88700, 2.89754, -0.89805)  -0.284
C (-2.23740, 1.71371, -0.57886)  0.352
O (-0.89468, 1.57546, -0.69740)  -0.816
C (2.75469, -1.47435, -1.04979)  -0.223
C (3.23400, -0.17219, -1.69359)  -0.434
C (2.66209, 1.16666, -1.16382)  -0.237
N (1.87914, 1.01259, 0.05562)  -0.611
C (2.35170, 1.55068, 1.13740)  0.227
C (1.82246, 1.39549, 2.45820)  -0.232
C (2.31551, 2.19343, 3.50713)  -0.116
C (1.87476, 2.01890, 4.79468)  -0.235
C (0.95119, 1.01056, 5.07963)  -0.128
C (0.45947, 0.20418, 4.07557)  -0.253
C (0.87169, 0.38675, 2.75611)  0.366
O (0.40571, -0.37930, 1.77517)  -0.762
H (1.61045, -2.64931, -3.15378)  0.203
H (1.08037, -0.95787, -3.11238)  0.224
H (-0.06453, -2.22353, -2.74616)  0.226
H (1.93510, -3.41898, 0.06347)  0.217
H (1.05973, -3.93690, -1.37355)  0.207
H (-0.02386, -2.75842, 1.20417)  0.221
H (-0.29950, -4.35236, 0.50629)  0.238
H (-2.30557, -3.11097, 0.19436)  0.218
H (-1.56081, -3.18802, -1.40026)  0.205
H (-2.68702, -1.12706, 1.19102)  0.202
H (-4.86852, -0.02398, 0.66507)  0.216
H (-6.00959, 2.10008, 0.14248)  0.224
H (-4.73714, 3.96814, -0.86139)  0.224
H (-2.31386, 3.71727, -1.31268)  0.226
H (3.36189, -2.27348, -1.49182)  0.211
H (2.96045, -1.44125, 0.02229)  0.212
H (3.07961, -0.20059, -2.77201)  0.228
H (4.31315, -0.16434, -1.53583)  0.239
H (2.01083, 1.59938, -1.92063)  0.231
H (3.48814, 1.85981, -0.99557)  0.214
H (3.24993, 2.16348, 1.05429)  0.199
H (3.03942, 2.96724, 3.28291)  0.223
H (2.24312, 2.65216, 5.58873)  0.235
H (0.61756, 0.85938, 6.09670)  0.234
H (-0.25873, -0.57663, 4.28670)  0.236
S (-2.17375, -0.51502, -3.05388)  -0.150
S (-2.90811, 0.91527, -4.10377)  0.264
S (-1.33236, 2.17543, -4.67559)  0.221
S (0.28412, 1.29609, -4.12521)  -0.303

> Which of these has the highest energy relative to the best compared isomer or geometry (same formula, charge and spin)?

C21H25N3O2S4Ta